{"formula": "C65H52GeN14O5RuSSe", "method": "wB97M-V/def2-TZVPD", "symbols": ["Ru", "C", "C", "C", "C", "C", "C", "C", "S", "O", "O", "N", "C", "C", "C", "C", "C", "N", "H", "H", "H", "H", "H", "H", "H", "H", "H", "H", "H", "C", "N", "C", "N", "C", "N", "C", "C", "C", "C", "C", "C", "C", "N", "N", "C", "O", "C", "C", "C", "C", "C", "C", "N", "C", "N", "C", "N", "C", "H", "H", "H", "H", "H", "H", "H", "H", "H", "H", "H", "H", "H", "H", "H", "H", "Se", "N", "C", "C", "C", "C", "C", "N", "C", "C", "N", "C", "C", "C", "C", "C", "N", "H", "H", "H", "H", "H", "H", "O", "C", "O", "C", "C", "Ge", "C", "C", "C", "C", "C", "C", "C", "C", "C", "C", "C", "C", "C", "C", "C", "C", "C", "C", "H", "H", "H", "H", "H", "H", "H", "H", "H", "H", "H", "H", "H", "H", "H", "H", "H", "H", "H"], "positions_angstrom": [[-0.17, 0.07, -0.47], [-0.37, 2.50, 7.87], [-0.15, 2.37, 6.40], [1.14, 2.38, 5.88], [1.36, 2.18, 4.53], [0.29, 1.97, 3.69], [-1.01, 2.04, 4.17], [-1.22, 2.24, 5.52], [0.67, 1.49, 2.01], [-0.28, 2.10, 1.09], [2.05, 1.81, 1.80], [0.44, -0.14, 1.69], [0.15, -1.11, 2.55], [0.05, -1.01, 3.92], [-0.60, -1.98, 4.73], [-1.18, -3.08, 4.20], [-1.06, -3.34, 2.76], [-1.00, -2.52, 0.83], [0.48, 2.11, 8.42], [-1.27, 1.96, 8.18], [-0.50, 3.55, 8.14], [1.98, 2.54, 6.55], [2.36, 2.16, 4.12], [-1.84, 1.93, 3.49], [-2.23, 2.28, 5.90], [0.41, -0.13, 4.41], [-0.67, -1.78, 5.78], [-1.75, -3.77, 4.81], [-0.95, -4.40, 2.52], [4.79, 2.68, -1.07], [3.75, 1.71, -0.85], [2.47, 1.72, -1.22], [1.84, 0.68, -0.69], [2.82, 0.06, 0.02], [3.97, 0.66, -0.07], [4.70, 3.76, -0.03], [5.67, 3.91, 0.96], [5.54, 4.90, 1.92], [4.45, 5.74, 1.93], [3.48, 5.60, 0.94], [3.61, 4.61, -0.03], [2.31, 6.45, 0.87], [1.93, 7.45, 1.62], [0.78, 7.91, 1.11], [0.50, 7.19, 0.07], [1.44, 6.24, -0.14], [-0.63, 7.23, -0.84], [-1.66, 8.15, -0.72], [-2.73, 8.08, -1.60], [-2.79, 7.09, -2.57], [-1.76, 6.17, -2.69], [-1.82, 5.00, -3.64], [-1.76, 3.80, -2.84], [-0.77, 2.91, -2.65], [-1.10, 2.08, -1.68], [-2.32, 2.52, -1.29], [-2.74, 3.55, -1.97], [-0.68, 6.25, -1.83], [4.69, 3.09, -2.08], [5.74, 2.14, -0.99], [2.02, 2.44, -1.88], [2.67, -0.82, 0.61], [6.52, 3.25, 0.98], [6.31, 5.00, 2.68], [4.34, 6.51, 2.68], [2.84, 4.50, -0.78], [-1.62, 8.90, 0.05], [-3.54, 8.79, -1.52], [-3.65, 7.03, -3.22], [-0.99, 5.00, -4.35], [-2.77, 4.99, -4.19], [0.13, 2.88, -3.23], [-2.91, 2.09, -0.50], [0.12, 5.53, -1.90], [-6.80, -2.01, -3.81], [-6.33, -1.50, -2.17], [-5.03, -1.28, -2.15], [-4.31, -0.81, -1.00], [-4.91, -0.45, 0.19], [-4.12, 0.06, 1.22], [-2.75, 0.14, 1.03], [-2.13, -0.22, -0.08], [-2.90, -0.65, -1.14], [-2.24, -0.85, -2.35], [-0.90, -0.56, -2.41], [-0.26, -0.63, -3.56], [-0.89, -1.03, -4.73], [-2.24, -1.36, -4.72], [-2.95, -1.25, -3.53], [-4.35, -1.49, -3.41], [-5.13, -1.88, -4.40], [-5.98, -0.52, 0.28], [-4.56, 0.39, 2.14], [-2.11, 0.53, 1.82], [0.79, -0.39, -3.54], [-0.31, -1.10, -5.64], [-2.75, -1.68, -5.61], [2.68, -0.87, -2.74], [2.39, -1.74, -1.94], [1.23, -1.87, -1.38], [3.42, -2.79, -1.52], [2.91, -3.59, -0.34], [0.98, -4.03, -0.83], [-0.83, -3.35, -0.22], [-1.93, -4.00, -0.74], [-3.16, -4.04, -0.03], [-3.26, -3.49, 1.20], [-2.13, -2.73, 1.75], [-0.06, -2.50, 1.96], [0.73, -5.82, 0.17], [1.11, -5.95, 1.49], [1.00, -7.17, 2.14], [0.52, -8.27, 1.45], [0.15, -8.15, 0.13], [0.24, -6.92, -0.50], [1.00, -4.61, -2.72], [0.15, -4.13, -3.70], [0.29, -4.53, -5.02], [1.31, -5.40, -5.37], [2.16, -5.90, -4.40], [2.00, -5.51, -3.08], [4.36, -2.27, -1.31], [3.58, -3.43, -2.39], [3.00, -3.01, 0.58], [3.48, -4.51, -0.21], [-1.82, -4.59, -1.63], [-3.99, -4.60, -0.45], [-4.13, -3.58, 1.82], [-2.45, -1.77, 2.17], [0.91, -2.93, 1.73], [1.53, -5.11, 2.03], [1.29, -7.26, 3.18], [0.45, -9.23, 1.95], [-0.20, -9.01, -0.42], [-0.06, -6.83, -1.54], [-0.63, -3.43, -3.43], [-0.39, -4.15, -5.77], [1.44, -5.70, -6.40], [2.94, -6.60, -4.66], [2.65, -5.91, -2.31]], "mulliken_spin": [0.864, 0.000, 0.003, -0.001, 0.004, 0.000, 0.000, -0.001, 0.010, 0.032, 0.004, -0.019, 0.031, -0.015, 0.013, -0.011, 0.022, 0.074, 0.000, 0.000, 0.000, 0.000, 0.000, -0.001, 0.000, -0.004, 0.001, 0.000, -0.003, -0.001, -0.002, 0.005, -0.035, -0.015, 0.000, 0.000, 0.000, 0.000, 0.000, 0.000, 0.000, 0.000, 0.000, 0.000, 0.000, 0.000, -0.001, 0.000, 0.000, 0.000, 0.000, 0.000, 0.001, 0.009, -0.017, 0.004, 0.001, 0.000, 0.000, 0.000, 0.001, 0.006, 0.000, 0.000, 0.000, 0.000, 0.000, 0.000, 0.000, 0.000, 0.000, 0.001, 0.000, 0.000, 0.000, 0.003, 0.003, 0.005, -0.016, 0.009, -0.005, -0.035, 0.017, -0.006, -0.020, 0.029, -0.008, 0.009, -0.004, -0.006, -0.002, 0.001, 0.000, 0.002, -0.002, -0.001, 0.000, -0.004, 0.006, 0.004, 0.002, 0.002, -0.008, -0.027, 0.068, -0.021, 0.050, -0.002, -0.005, 0.001, 0.001, 0.000, -0.001, -0.001, -0.004, 0.002, -0.002, 0.002, 0.000, 0.000, 0.000, 0.001, 0.000, 0.000, 0.001, -0.002, 0.003, -0.004, 0.000, 0.004, 0.000, 0.000, 0.000, 0.000, 0.000, 0.005, 0.000, 0.000, 0.000, 0.000], "fmax_ev_per_a": 3.72, "charge": 1, "multiplicity": 2, "homo_lumo_gap_ev": [4.7, 4.6], "lumo_ev": [-4.2, -4.2], "s2": 0.965}